[1]
C2H2BrClINOS | wB97M-V/def2-TZVPD

XYZ file:
```
10
Properties=species:S:1:pos:R:3
C -0.064 0.121 -0.739
C -0.866 0.228 0.440
N 1.072 0.873 -0.792
O -2.056 -0.429 0.566
S -0.823 -0.687 -2.077
Cl 2.006 0.776 -2.286
Br -0.354 1.430 1.827
I 1.577 -2.099 1.556
H 1.511 0.684 0.094
H -2.005 -0.897 1.411
```

Values from the calculation:
Kohn-Sham gap (alpha / beta): 4.5 / 4.5 eV
multiplicity: 1
ΔE to the lowest compared entry with this formula, charge and spin: 219.0 kJ/mol
LUMO level (alpha / beta): -3.849 / -3.848 eV
highest occupied orbital energy (alpha / beta): -8.38 / -8.38 eV

=====

[2]
C2H4O2 | wB97M-V/def2-TZVPD

XYZ file:
```
8
Properties=species:S:1:pos:R:3
O -1.348 0.312 -0.191
C -0.354 -0.614 -0.042
C 1.264 0.630 -0.017
O 0.761 1.664 0.274
H -1.001 1.155 0.175
H -0.294 -1.075 0.959
H -0.404 -1.375 -0.829
H 1.319 -0.403 -0.366
```

Values from the calculation:
Kohn-Sham gap: 8.7 eV
multiplicity: 1
ΔE to the lowest compared entry with this formula, charge and spin: 483.8 kJ/mol
LUMO level: 0.530 eV
highest occupied orbital energy: -8.17 eV

=====

[3]
C15H18NO10PS | wB97M-V/def2-TZVPD

XYZ file:
```
46
Properties=species:S:1:pos:R:3
C 6.937 1.458 -0.146
C 5.721 2.292 -0.545
N 4.553 1.543 -0.959
O 4.302 0.432 -0.137
S 2.913 0.662 0.743
O 2.855 2.043 1.076
O 1.784 0.424 -0.433
C 0.478 0.542 0.113
P -0.178 2.263 -0.173
O 0.664 2.870 -1.179
O -0.139 3.025 1.224
O -1.735 2.215 -0.543
H 7.525 2.048 0.552
H 7.598 1.239 -0.978
H 6.685 0.539 0.369
H 5.993 2.902 -1.398
H 5.436 2.956 0.264
H 4.553 1.279 -1.932
H -0.182 -0.182 -0.356
H 0.499 0.354 1.180
H -1.059 3.174 1.499
H -1.930 1.300 -0.817
C -3.681 -2.190 -2.750
C -4.027 -2.491 -3.998
C -3.762 -1.551 -5.118
O -4.078 -1.825 -6.253
C -3.096 -0.265 -4.791
C -2.751 0.035 -3.542
C -3.018 -0.906 -2.428
O -2.701 -0.635 -1.284
H -3.865 -2.859 -1.919
H -4.512 -3.423 -4.257
H -2.911 0.405 -5.620
H -2.265 0.968 -3.284
C -0.946 -2.795 4.117
C -0.594 -1.759 3.362
C -1.505 -0.604 3.171
O -1.186 0.342 2.480
C -2.821 -0.645 3.853
C -3.174 -1.682 4.608
C -2.264 -2.839 4.800
O -2.583 -3.782 5.488
H -0.298 -3.649 4.269
H 0.362 -1.709 2.857
H -3.468 0.209 3.700
H -4.129 -1.732 5.114
```

Values from the calculation:
Kohn-Sham gap: 6.9 eV
multiplicity: 1
LUMO level: -2.026 eV
highest occupied orbital energy: -8.96 eV

=====

> Number 2 is which compound?

C2H4O2

=====

> What is the multiplicity in the first record?

1

=====

Copy entry 1 word for word.
C2H2BrClINOS | wB97M-V/def2-TZVPD

XYZ file:
```
10
Properties=species:S:1:pos:R:3
C -0.064 0.121 -0.739
C -0.866 0.228 0.440
N 1.072 0.873 -0.792
O -2.056 -0.429 0.566
S -0.823 -0.687 -2.077
Cl 2.006 0.776 -2.286
Br -0.354 1.430 1.827
I 1.577 -2.099 1.556
H 1.511 0.684 0.094
H -2.005 -0.897 1.411
```

Values from the calculation:
Kohn-Sham gap (alpha / beta): 4.5 / 4.5 eV
multiplicity: 1
ΔE to the lowest compared entry with this formula, charge and spin: 219.0 kJ/mol
LUMO level (alpha / beta): -3.849 / -3.848 eV
highest occupied orbital energy (alpha / beta): -8.38 / -8.38 eV